10
Properties=species:S:1:pos:R:3:nbo_charge:R:1 method="wB97M-V/def2-TZVPD" energy_ev=-10681.767 homo_energy_ev=-8.4 homo_lumo_gap_ha=0.3099 de_lowest_kcal_mol=154.3
C -0.690 0.529 -0.150 -0.13
C 0.729 0.608 -0.074 -0.11
N 0.012 -1.525 0.095 -0.30
N -1.115 -0.708 -0.075 0.28
N 1.237 -0.640 -0.010 0.27
O -2.232 -1.199 0.025 -0.47
O 2.327 -1.218 0.005 -0.45
H -1.150 1.481 -0.131 0.24
H 1.446 1.480 -0.063 0.25
H -0.077 -2.431 -0.296 0.41